No. 1
{"formula": "C27H24CoN7", "method": "wB97M-V/def2-TZVPD", "symbols": ["Co", "C", "C", "N", "C", "C", "N", "C", "C", "C", "C", "C", "N", "C", "C", "N", "C", "C", "N", "C", "C", "C", "N", "C", "C", "H", "H", "H", "H", "H", "H", "H", "H", "H", "H", "H", "H", "C", "N", "C", "C", "C", "C", "C", "C", "C", "C", "H", "H", "H", "H", "H", "H", "H", "H", "H", "H", "H", "H"], "positions_angstrom": [[-1.162, 0.164, 0.000], [-1.128, 0.299, -4.373], [-1.566, 0.334, -3.053], [-0.713, 0.173, -2.049], [0.587, 0.027, -2.343], [1.001, -0.025, -3.663], [0.147, 0.101, -4.674], [1.489, -0.056, -1.160], [2.864, -0.105, -1.194], [3.596, -0.127, 0.001], [2.863, -0.108, 1.195], [1.489, -0.059, 1.161], [0.826, -0.030, 0.000], [0.587, 0.023, 2.344], [1.001, -0.030, 3.663], [0.146, 0.097, 4.675], [-1.129, 0.295, 4.374], [-1.567, 0.330, 3.054], [-0.713, 0.170, 2.050], [5.080, -0.152, 0.001], [5.804, -0.153, 1.188], [7.190, -0.177, 1.138], [7.880, -0.200, 0.001], [7.190, -0.197, -1.136], [5.804, -0.173, -1.187], [-1.822, 0.426, -5.194], [-2.607, 0.499, -2.802], [2.043, -0.175, -3.917], [3.366, -0.113, -2.148], [3.365, -0.120, 2.150], [2.042, -0.179, 3.918], [-1.824, 0.421, 5.194], [-2.607, 0.496, 2.803], [5.332, -0.133, 2.159], [7.769, -0.176, 2.053], [7.769, -0.211, -2.050], [5.331, -0.172, -2.157], [-2.404, -2.343, 1.194], [-2.598, -1.492, -0.001], [-2.403, -2.342, -1.196], [-3.971, -0.895, -0.001], [-3.955, 0.614, -0.001], [-5.134, 1.353, -0.002], [-5.091, 2.740, -0.002], [-3.873, 3.419, 0.000], [-2.690, 2.699, 0.001], [-2.746, 1.304, 0.001], [-3.075, -3.205, 1.158], [-2.614, -1.784, 2.100], [-1.378, -2.709, 1.227], [-3.074, -3.204, -1.161], [-1.377, -2.708, -1.228], [-2.612, -1.782, -2.101], [-4.518, -1.258, 0.872], [-4.517, -1.257, -0.874], [-6.089, 0.839, -0.004], [-6.016, 3.300, -0.004], [-3.847, 4.500, 0.000], [-1.743, 3.228, 0.003]], "forces_ev_per_angstrom": [[-1.1, -0.9, 0.0], [0.1, 0.0, 0.0], [-0.1, 0.1, 0.0], [0.2, 0.0, -0.4], [0.2, -0.1, 0.2], [0.0, 0.0, -0.2], [0.1, 0.0, 0.1], [-0.1, 0.0, -0.1], [0.1, 0.0, -0.1], [0.0, 0.0, 0.0], [0.1, 0.0, 0.1], [-0.1, 0.0, 0.1], [0.3, 0.2, 0.0], [0.2, -0.1, -0.2], [0.0, 0.0, 0.2], [0.1, 0.0, -0.1], [0.1, 0.0, 0.0], [-0.1, 0.1, 0.0], [0.2, 0.0, 0.4], [-0.1, 0.0, 0.0], [0.1, 0.0, 0.1], [0.0, 0.0, -0.1], [-0.1, 0.0, 0.0], [0.0, 0.0, 0.1], [0.1, 0.0, -0.1], [0.0, 0.0, 0.0], [0.0, 0.0, 0.0], [0.0, 0.0, 0.0], [0.0, 0.0, 0.0], [0.0, 0.0, 0.0], [0.0, 0.0, 0.0], [0.0, 0.0, 0.0], [0.0, 0.0, 0.0], [0.0, 0.0, 0.0], [0.0, 0.0, 0.0], [0.0, 0.0, 0.0], [0.0, 0.0, 0.0], [0.0, -0.1, 0.0], [0.2, 0.3, 0.0], [0.0, -0.1, 0.0], [-0.1, 0.0, 0.0], [0.3, -0.3, 0.0], [0.0, 0.1, 0.0], [0.0, 0.0, 0.0], [-0.1, -0.1, 0.0], [0.0, -0.1, 0.0], [-0.2, 0.9, 0.0], [0.0, 0.0, 0.0], [0.0, 0.0, 0.0], [0.0, 0.0, 0.0], [0.0, 0.0, 0.0], [0.0, 0.0, 0.0], [0.0, 0.0, 0.0], [0.0, 0.0, 0.0], [0.0, 0.0, 0.0], [0.0, 0.0, 0.0], [0.0, 0.0, 0.0], [0.0, 0.0, 0.0], [0.0, 0.0, 0.0]], "mulliken_charge": [0.246, -0.538, -0.358, 0.408, 0.200, -0.106, -0.523, -0.124, -0.656, 1.549, -0.634, -0.142, -0.049, 0.189, -0.121, -0.521, -0.534, -0.364, 0.415, 1.007, -0.597, -0.466, -0.541, -0.465, -0.587, 0.416, 0.533, 0.481, 0.331, 0.328, 0.484, 0.418, 0.536, 0.286, 0.391, 0.392, 0.283, -1.423, 0.120, -1.425, -1.278, 1.042, -1.003, -0.594, -0.760, -0.126, 0.290, 0.395, 0.529, 0.354, 0.393, 0.355, 0.530, 0.534, 0.533, 0.533, 0.452, 0.469, 0.514], "e_lumo_ev": [-7.2, -8.3], "molar_mass_da": 505.47, "spin_multiplicity": 5, "charge": 2, "total_energy_ha": -2808.7740}


No. 2
{"formula": "CH2O3S2", "method": "wB97M-V/def2-TZVPD", "symbols": ["C", "O", "O", "O", "S", "S", "H", "H"], "positions_angstrom": [[-0.097, 0.196, -0.137], [-0.988, -0.069, -1.016], [-2.612, 0.597, 0.903], [1.234, -1.168, -0.048], [0.930, 1.660, -0.139], [-1.677, -0.407, 0.564], [1.147, -1.886, -0.633], [2.063, 1.077, 0.504]], "forces_ev_per_angstrom": [[3.9, -2.4, 1.1], [-1.2, -0.1, -1.6], [-1.1, 1.5, 0.6], [-1.5, 4.1, 2.0], [0.7, -1.0, 0.8], [1.9, -1.3, -0.5], [-0.9, -1.3, -1.6], [-1.7, 0.4, -0.8]], "mulliken_charge": [0.621, -0.282, -0.422, -0.677, -0.199, 0.497, 0.245, 0.217], "e_lumo_ev": -0.4, "molar_mass_da": 126.16, "total_energy_ha": -1061.2528}


No. 3
{"formula": "C40H58BFLiN11O3S", "method": "wB97M-V/def2-TZVPD", "symbols": ["Li", "C", "C", "C", "C", "C", "C", "N", "N", "B", "N", "C", "C", "C", "N", "C", "C", "C", "N", "C", "C", "C", "N", "C", "C", "C", "H", "H", "H", "H", "H", "H", "H", "H", "H", "H", "H", "H", "H", "H", "H", "H", "H", "H", "H", "H", "H", "H", "H", "H", "H", "H", "H", "H", "F", "C", "C", "C", "C", "O", "C", "C", "N", "C", "C", "C", "C", "C", "C", "N", "C", "C", "N", "C", "C", "C", "O", "O", "H", "H", "H", "H", "H", "H", "H", "H", "H", "H", "H", "H", "H", "H", "H", "H", "H", "H", "C", "N", "C", "C", "S", "N", "C", "C", "H", "H", "H", "H", "H", "H", "H", "H", "H", "H", "H", "H"], "positions_angstrom": [[1.717, 2.413, 1.983], [3.862, -0.054, 2.632], [2.703, -0.536, 3.570], [1.508, -1.205, 2.810], [2.192, 0.540, 4.454], [2.165, 0.533, 5.859], [1.435, 1.727, 6.169], [0.913, 2.222, 5.022], [1.436, 1.516, 3.927], [-0.286, 3.087, 4.793], [-0.018, 4.128, 3.688], [0.050, 5.473, 3.778], [0.147, 6.031, 2.491], [0.139, 4.905, 1.611], [0.085, 3.773, 2.343], [0.035, 4.852, 0.101], [-0.691, 3.586, -0.418], [-0.716, 6.144, -0.398], [-1.499, 2.189, 4.332], [-1.899, 0.935, 4.668], [-3.162, 0.704, 4.196], [-3.477, 1.953, 3.533], [-2.471, 2.838, 3.646], [-4.773, 2.302, 2.917], [-4.689, 3.813, 2.432], [-5.951, 2.030, 3.907], [4.645, -0.828, 2.702], [4.274, 0.955, 2.890], [3.433, -0.054, 1.584], [3.159, -1.385, 4.136], [0.784, -0.450, 2.376], [0.868, -1.681, 3.534], [1.912, -1.840, 1.983], [2.590, -0.226, 6.533], [1.219, 2.108, 7.147], [-0.689, 3.576, 5.843], [-0.028, 6.038, 4.714], [0.180, 7.088, 2.283], [1.038, 4.902, -0.368], [-1.729, 3.559, -0.153], [-0.157, 2.676, -0.132], [-0.683, 3.648, -1.543], [-1.691, 6.015, 0.014], [-0.777, 6.127, -1.529], [-0.231, 7.089, -0.099], [-1.313, 0.250, 5.239], [-3.739, -0.216, 4.259], [-4.735, 1.577, 2.024], [-4.816, 4.412, 3.393], [-5.520, 4.101, 1.788], [-3.760, 4.113, 1.941], [-5.702, 2.396, 4.930], [-6.091, 0.935, 4.049], [-6.857, 2.532, 3.480], [0.068, -2.557, -2.446], [0.854, -1.471, -2.666], [1.173, -0.659, -1.577], [2.077, 0.470, -1.692], [2.279, 1.338, -0.577], [1.544, 1.200, 0.446], [3.259, 2.404, -0.851], [3.698, 2.724, -2.125], [3.400, 1.881, -3.165], [3.968, 2.187, -4.483], [5.411, 2.666, -4.578], [5.061, 1.294, -4.983], [2.592, 0.773, -2.957], [2.366, -0.214, -4.002], [1.397, -1.208, -3.975], [1.196, -1.978, -5.140], [0.529, -1.411, -6.261], [0.603, -2.178, -7.545], [0.513, -3.644, -7.251], [1.516, -4.147, -6.198], [1.245, -3.421, -4.917], [3.819, 3.300, 0.258], [4.673, 4.151, -0.055], [3.423, 3.155, 1.487], [0.836, -0.912, -0.585], [4.188, 3.644, -2.470], [3.317, 2.611, -5.213], [6.030, 2.689, -3.659], [5.608, 3.393, -5.340], [5.427, 0.518, -4.322], [5.082, 1.126, -6.077], [2.940, -0.166, -4.909], [0.814, -0.356, -6.471], [-0.539, -1.265, -6.091], [1.479, -1.951, -8.164], [-0.268, -1.851, -8.165], [0.740, -4.175, -8.108], [-0.481, -3.824, -6.960], [2.506, -3.896, -6.641], [1.425, -5.234, -6.050], [2.093, -3.600, -4.202], [0.356, -3.841, -4.377], [-3.504, -7.824, -1.009], [-2.991, -6.680, -0.121], [-1.817, -5.945, -0.692], [-3.868, -5.915, 0.620], [-5.372, -5.539, -0.016], [-3.407, -5.389, 1.779], [-2.448, -6.173, 2.565], [-4.121, -4.352, 2.527], [-2.658, -8.219, -1.612], [-4.288, -7.424, -1.598], [-3.901, -8.679, -0.370], [-2.079, -5.377, -1.603], [-1.038, -6.687, -0.986], [-1.357, -5.252, 0.062], [-2.997, -6.475, 3.455], [-1.552, -5.642, 2.839], [-2.148, -7.066, 1.983], [-5.119, -4.743, 2.816], [-4.287, -3.418, 1.914], [-3.603, -4.079, 3.443]], "forces_ev_per_angstrom": [[0.0, 0.1, 0.4], [-0.8, -0.2, -0.7], [0.6, -0.9, -0.7], [0.0, 1.6, -0.9], [-1.3, -0.2, 0.3], [-0.3, 1.8, 0.2], [0.1, -2.2, -1.0], [2.4, -1.5, -0.4], [0.1, 0.1, 1.7], [-1.4, 0.3, 0.1], [0.5, 0.9, -1.7], [-0.2, 0.5, -0.8], [-0.1, -1.2, 0.6], [-0.2, -0.3, 1.6], [-0.2, 0.6, 0.5], [0.2, 0.9, -0.5], [1.2, 0.7, -1.4], [1.1, -1.0, -1.0], [0.0, 0.0, -0.2], [0.4, 0.5, 0.0], [-0.2, 1.3, -1.0], [1.0, -0.4, 1.5], [-0.9, -1.7, 0.3], [0.6, 0.3, -1.7], [-1.0, -0.3, 1.7], [0.3, 0.0, -0.6], [0.0, 0.5, -0.3], [-0.5, -0.9, -0.3], [0.9, 0.3, 1.0], [-0.5, 0.9, 0.2], [1.2, -0.5, 0.2], [0.0, -0.9, 0.2], [-0.6, 0.1, 0.8], [-0.1, 0.8, -0.4], [-0.4, 0.3, 0.1], [0.7, 0.3, -0.3], [0.0, -0.6, -0.3], [0.0, -0.1, -0.1], [-0.2, -0.3, 0.4], [-0.5, -0.1, 0.6], [-0.4, 0.1, 0.1], [0.1, -0.1, 0.8], [-0.9, 0.6, 0.2], [0.0, 0.0, 1.2], [-0.3, -0.5, 0.1], [0.7, 0.0, 0.2], [0.1, 0.4, 0.0], [-1.0, 1.1, 0.9], [0.4, -0.4, -1.2], [-0.2, -0.2, -0.1], [-0.1, -0.4, 0.3], [-0.2, 0.2, -0.8], [-0.2, 0.7, -0.4], [0.5, -0.6, 0.7], [-0.1, 0.2, -0.4], [0.5, 1.2, 0.4], [1.1, 0.0, -1.3], [-1.7, -1.6, -1.5], [-0.6, 1.2, 1.4], [1.7, 0.3, -1.5], [0.3, 0.9, 0.5], [-1.3, -1.2, 0.5], [0.0, 0.1, -0.9], [0.8, -0.5, 1.2], [0.1, 0.0, 1.5], [0.0, -0.5, -1.6], [0.4, -1.6, -0.9], [-0.5, 1.3, 0.1], [0.8, 0.8, 2.0], [1.0, -1.0, 0.5], [-1.2, 1.5, 0.1], [0.0, 0.6, -0.9], [-0.4, -1.0, -0.4], [0.3, 0.4, -0.4], [0.2, 0.3, 1.1], [0.3, 1.5, 2.9], [-0.5, -0.8, -0.9], [-0.3, -0.8, -2.3], [-0.3, 0.0, 0.1], [0.1, -0.5, 1.0], [-0.6, 0.1, -0.2], [-0.7, 0.5, -0.7], [0.2, 0.3, -0.1], [-0.2, -0.1, -0.2], [0.0, -0.4, 0.9], [0.0, 0.4, -0.3], [0.4, -0.7, 0.3], [-0.6, -0.2, 0.5], [0.2, -0.5, 0.4], [0.6, -0.7, 0.4], [-0.7, 0.3, 0.4], [1.1, -0.2, -0.3], [-0.6, -0.2, 0.4], [-0.2, 0.4, -0.4], [-0.7, 0.0, -0.7], [0.3, 0.3, -0.6], [1.0, 0.3, 2.1], [1.7, -1.5, -0.9], [0.3, -0.6, 0.6], [-1.2, 1.1, -0.7], [0.0, 0.0, 0.4], [0.9, -0.2, -0.1], [-0.4, -0.7, -0.6], [-1.2, 0.3, -0.8], [-0.5, 0.5, 0.4], [-0.8, 0.1, -0.9], [0.5, 1.2, -0.7], [-0.2, 0.0, 0.3], [-0.5, 0.5, 0.3], [-0.6, -0.7, -0.7], [0.3, -0.2, 0.3], [0.2, 0.5, 0.1], [-0.3, 0.5, 0.4], [0.4, 0.3, -0.2], [0.2, -1.1, 0.5], [0.4, -0.2, -0.2]], "mulliken_charge": [1.113, -0.597, 0.614, -1.319, -0.232, -1.231, -0.422, -0.122, 0.302, -0.015, 0.527, -0.715, -1.085, 0.016, -0.176, 1.443, -0.892, -1.639, 1.149, -0.511, -1.187, -0.101, -0.800, 0.915, -1.293, -1.290, 0.353, 0.274, -0.233, 0.574, 0.005, 0.506, 0.350, 0.391, 0.467, -0.193, 0.392, 0.421, 0.012, 0.254, -0.147, 0.340, 0.368, 0.422, 0.323, 0.510, 0.402, 0.200, 0.251, 0.440, 0.143, 0.310, 0.299, 0.376, -0.307, 0.495, -0.544, 0.744, 0.992, -0.909, -0.182, -0.434, 0.277, -0.238, -0.904, -0.523, -0.291, -0.883, -1.177, 0.551, -0.420, -0.837, -0.127, -0.760, -0.625, 0.191, -0.829, -0.679, 0.601, 0.649, 0.342, 0.305, 0.306, 0.272, 0.305, 0.596, 0.385, 0.317, 0.331, 0.360, 0.363, 0.428, 0.349, 0.393, 0.411, 0.442, -0.913, 0.252, -1.078, 0.048, -0.354, 0.166, -1.099, -1.100, 0.245, 0.382, 0.257, 0.353, 0.329, 0.311, 0.443, 0.282, 0.380, 0.368, 0.336, 0.394], "e_lumo_ev": -2.2, "molar_mass_da": 809.80, "total_energy_ha": -2917.4125}


Here are the calculated relative energy (zero: lowest compared OMol25 entry of this formula, charge and spin) numbers, same order: 5.24, 75.81, 51.68 (kcal per mole).